# 1
DFT (ωB97M-V/def2-TZVPD) results for a cluster of 2 separate species, C9H14O in total.

## Properties
HOMO energy (eV): -8.4
SMILES string: Cc1ccc(O)cc1.CC
HOMO-LUMO gap (eV): 9.2
Total charge: 0
Multiplicity: 1

Each line ends with the Löwdin charge.
Element x y z (Å)
C -2.980 0.067 -0.488  -0.060
C -1.874 0.226 0.506  -0.287
C -1.694 -0.717 1.509  -0.047
C -0.612 -0.625 2.374  -0.029
C 0.232 0.467 2.363  -0.338
O 1.280 0.679 3.199  0.052
C -0.012 1.470 1.428  -0.021
C -1.043 1.347 0.523  -0.047
H -2.671 -0.403 -1.421  0.081
H -3.531 0.985 -0.600  0.075
H -3.741 -0.640 -0.215  0.064
H -2.346 -1.572 1.542  0.108
H -0.429 -1.426 3.084  0.112
H 1.634 -0.104 3.618  0.104
H 0.571 2.378 1.534  0.119
H -1.106 2.022 -0.327  0.116
C 1.722 -0.960 -2.577  -0.177
C 2.825 -0.076 -2.011  -0.172
H 2.091 -1.497 -3.459  0.060
H 1.405 -1.686 -1.831  0.061
H 0.909 -0.404 -3.044  0.057
H 2.531 0.509 -1.144  0.053
H 3.686 -0.704 -1.818  0.058
H 3.151 0.665 -2.744  0.061



# 2
DFT (ωB97M-V/def2-TZVPD) results for the molecule C4H5N3.

## Properties
HOMO energy (eV): -9.9
SMILES string: N#C[C@H]1CN=CN1
HOMO-LUMO gap (eV): 10.5
Total charge: 0
Multiplicity: 1

Each line ends with the Löwdin charge.
Element x y z (Å)
N 1.842 -1.164 1.561  0.139
C 1.369 -0.449 0.777  -0.151
C 0.623 -0.019 -0.563  -0.278
C -0.627 -0.923 -0.542  -0.181
N -1.496 -0.218 0.408  0.061
C -1.012 0.954 0.524  -0.222
N 0.051 1.278 -0.343  0.014
H 1.262 -0.067 -1.457  0.144
H -1.137 -1.135 -1.496  0.122
H -0.294 -1.865 -0.121  0.104
H -1.325 1.664 1.282  0.125
H 0.746 1.943 -0.031  0.123



# 3
DFT (ωB97M-V/def2-TZVPD) results for a structure of composition C42H54N3O2P2Re.

## Properties
HOMO energy (alpha / beta) (eV): -8.9 / -9.7
HOMO-LUMO gap (alpha / beta) (eV): 6.5 / 6.2
Total charge: +1
Multiplicity: 4

Each line ends with the Löwdin charge.
Element x y z (Å)
Re 0.478 -0.306 -0.054  1.364
O 0.864 -2.205 0.277  -0.320
C 2.033 -2.829 0.147  -0.338
C 2.025 -4.216 -0.037  -0.016
C 3.205 -4.918 -0.175  -0.054
C 4.440 -4.270 -0.107  -0.076
C 4.461 -2.915 0.133  -0.033
C 3.278 -2.170 0.256  -0.145
C 3.400 -0.778 0.645  -0.114
N 2.461 0.091 0.581  -0.143
C 2.719 1.439 1.130  -0.167
C 1.860 1.888 2.343  -0.116
N 0.301 1.695 0.162  -0.103
C -1.943 2.115 1.125  0.029
C -2.829 1.292 0.371  -0.164
C -4.182 1.771 0.407  -0.046
C -5.234 1.157 -0.208  -0.091
C -5.003 -0.027 -0.921  -0.074
C -3.733 -0.544 -0.977  -0.017
C -2.626 0.059 -0.347  -0.320
O -1.491 -0.602 -0.502  -0.310
H 1.069 -4.722 -0.059  0.119
H 3.168 -5.990 -0.327  0.113
H 5.361 -4.826 -0.211  0.108
H 5.409 -2.399 0.237  0.118
H 4.369 -0.472 1.041  0.140
H 2.600 2.148 0.315  0.112
H 3.762 1.484 1.455  0.121
H 2.036 2.963 2.428  0.125
H 2.294 1.455 3.242  0.094
H -2.460 2.864 1.713  0.112
H -4.361 2.689 0.955  0.111
H -6.226 1.582 -0.145  0.104
H -5.818 -0.538 -1.418  0.107
H -3.533 -1.465 -1.512  0.113
C -0.780 -3.206 -2.196  -0.106
C -0.276 -2.261 -3.289  -0.486
C 0.550 -3.063 -4.297  -0.100
P 0.587 -0.756 -2.596  1.113
C 2.164 -0.516 -3.544  -0.516
C 1.991 0.013 -4.968  -0.104
C 3.094 0.417 -2.768  -0.114
C -0.465 0.642 -3.158  -0.257
C -1.123 0.771 -4.364  -0.034
C -1.884 1.909 -4.655  -0.243
C -2.602 2.020 -5.971  -0.037
C -1.972 2.921 -3.700  -0.012
C -1.341 2.821 -2.472  0.020
C -0.593 1.677 -2.217  -0.262
N 0.051 1.361 -1.056  -0.121
C -0.454 2.314 1.231  -0.420
C -0.233 3.815 1.264  -0.009
C -0.252 4.455 2.429  -0.028
C -0.386 3.723 3.701  -0.261
C -0.791 4.495 4.922  -0.036
C -0.138 2.410 3.722  -0.031
C 0.297 1.689 2.467  -0.409
P 0.018 -0.151 2.365  1.114
C -1.680 -0.627 2.915  -0.477
C -2.081 -1.996 2.346  -0.091
C -1.975 -0.567 4.414  -0.084
C 1.248 -0.991 3.460  -0.484
C 1.411 -0.447 4.883  -0.086
C 0.979 -2.501 3.510  -0.091
H -1.416 -3.963 -2.659  0.091
H -1.348 -2.689 -1.428  0.046
H 0.056 -3.721 -1.723  0.050
H -1.146 -1.841 -3.798  0.098
H 1.444 -3.484 -3.832  0.082
H 0.854 -2.494 -5.172  0.059
H -0.052 -3.904 -4.645  0.088
H 2.615 -1.513 -3.575  0.104
H 1.666 1.055 -4.948  0.083
H 1.273 -0.546 -5.564  0.057
H 2.952 -0.025 -5.484  0.089
H 2.616 1.384 -2.584  0.077
H 3.998 0.603 -3.351  0.087
H 3.385 -0.009 -1.810  0.043
H -1.061 -0.017 -5.107  0.120
H -1.916 1.870 -6.806  0.087
H -3.068 2.996 -6.087  0.080
H -3.383 1.262 -6.050  0.090
H -2.569 3.798 -3.918  0.121
H -1.452 3.589 -1.718  0.114
H -0.143 4.338 0.319  0.118
H -0.171 5.535 2.464  0.121
H -0.199 5.406 5.022  0.086
H -0.672 3.903 5.827  0.082
H -1.838 4.801 4.851  0.091
H -0.183 1.872 4.658  0.098
H -2.296 0.125 2.429  0.084
H -1.637 -2.810 2.918  0.068
H -1.798 -2.112 1.301  0.054
H -3.166 -2.097 2.416  0.093
H -1.453 -1.350 4.964  0.066
H -3.044 -0.732 4.559  0.091
H -1.732 0.396 4.861  0.062
H 2.197 -0.848 2.938  0.086
H 0.509 -0.587 5.475  0.068
H 1.679 0.606 4.922  0.059
H 2.211 -1.005 5.375  0.092
H 0.155 -2.726 4.187  0.071
H 1.866 -3.007 3.897  0.093
H 0.745 -2.922 2.534  0.058



# 4
DFT (ωB97M-V/def2-TZVPD) results for a structure of composition C24H17N3O4Rh.

## Properties
HOMO energy (alpha / beta) (eV): -10.3 / -10.3
HOMO-LUMO gap (alpha / beta) (eV): 4.4 / 4.4
Total charge: +1
Multiplicity: 1

Each line ends with the Löwdin charge.
Element x y z (Å)
Rh -0.273 1.231 0.386  1.294
O 5.369 -1.899 -1.168  0.004
C 5.143 -0.837 -1.738  -0.656
O 5.525 -0.173 -2.694  0.007
C 3.877 -0.062 -0.987  -0.020
C 3.272 1.013 -1.618  0.083
C 2.116 1.523 -1.059  -0.164
N 1.619 1.017 0.094  -0.023
C 2.173 -0.078 0.669  -0.169
C 3.345 -0.613 0.165  0.078
C 1.371 -0.650 1.748  -0.172
C 1.753 -1.735 2.528  0.035
C 0.935 -2.159 3.556  -0.005
C -0.253 -1.476 3.800  -0.017
C -0.607 -0.445 2.958  -0.085
N 0.167 -0.050 1.946  -0.007
C 1.251 2.549 -1.643  -0.163
C 1.597 3.379 -2.700  0.037
C 0.707 4.351 -3.117  -0.003
C -0.516 4.471 -2.468  -0.020
C -0.824 3.594 -1.450  -0.079
N 0.033 2.649 -1.051  -0.024
H 3.665 1.385 -2.554  0.129
H 3.813 -1.486 0.600  0.125
H 2.685 -2.240 2.320  0.129
H 1.217 -3.003 4.171  0.128
H -0.892 -1.750 4.625  0.121
H -1.550 0.071 3.090  0.127
H 2.561 3.267 -3.174  0.131
H 0.961 5.011 -3.935  0.128
H -1.223 5.237 -2.751  0.121
H -1.780 3.629 -0.944  0.122
C -4.522 0.535 0.211  0.021
C -3.057 0.226 0.298  -0.329
O -2.287 1.178 0.526  -0.096
C -2.612 -1.142 0.148  -0.103
C -3.463 -2.213 0.461  -0.015
C -3.023 -3.514 0.431  -0.052
C -1.692 -3.790 0.097  -0.037
C -0.845 -2.776 -0.273  0.013
C -1.282 -1.429 -0.310  -0.329
O -0.475 -0.529 -0.787  -0.056
H -4.663 1.612 0.174  0.095
H -5.041 0.150 1.090  0.103
H -4.960 0.074 -0.673  0.109
H -4.480 -2.006 0.764  0.117
H -3.694 -4.327 0.669  0.115
H -1.321 -4.805 0.127  0.121
H 0.182 -2.962 -0.561  0.130



Q: Which molecular weight values were calculated for the entries above? A: 138.21 95.10 881.07 514.32, in g mol⁻¹.
Q: Which strongest force on any atom values were calculated for the entries above? A: 1.109 2.205 0.474 2.932, in eV/A.